Record 1
ORCA calculation (the ωB97M-V functional and the def2-TZVPD basis) on a structure of composition C10H24N4O7Sn.

Summary:
- LUMO (alpha / beta) (eV) = -1.64 / -2.86
- frontier orbital gap (alpha / beta) (eV) = 5.2 / 3.2

Atoms and positions in Å:
O  0.23  -1.45  -3.54
H  -0.49  -1.91  -4.02
Sn  -0.29  0.15  -0.31
N  1.41  -1.14  -0.68
N  -0.80  -1.81  0.40
N  0.63  2.08  -0.12
N  -1.38  1.11  1.23
O  2.60  -0.71  -0.65
O  1.69  2.64  -0.85
O  -2.38  0.52  1.99
O  -1.71  -2.05  1.28
C  -0.14  -2.82  -0.22
C  1.08  -2.44  -0.83
C  -0.04  2.95  0.65
C  -1.15  2.41  1.40
C  2.00  -3.29  -1.60
H  2.09  -2.88  -2.62
H  1.65  -4.32  -1.69
H  3.00  -3.33  -1.15
C  -0.72  -4.18  -0.28
H  -1.70  -4.15  -0.77
H  -0.85  -4.60  0.72
H  -0.09  -4.87  -0.84
C  0.49  4.34  0.75
C  -1.97  3.24  2.33
H  1.17  4.58  -0.07
H  1.04  4.46  1.68
H  -0.34  5.05  0.75
H  -2.56  2.62  3.00
H  -2.66  3.86  1.74
H  -1.32  3.91  2.91
H  2.23  1.86  -1.20
H  -2.28  -0.46  1.76
C  -1.81  0.29  -1.82
H  -1.25  -0.14  -2.71
H  -2.06  1.35  -1.96
H  -2.62  -0.37  -1.50
O  1.92  0.75  -3.60
H  1.68  -0.12  -4.00
H  1.04  1.20  -3.58
C  0.53  -0.36  3.27
O  1.03  -0.24  1.92
H  1.36  -0.66  3.96
H  -0.28  -1.11  3.31
H  0.10  0.60  3.59
H  1.92  -0.59  1.94

***

Record 2
ORCA calculation (the ωB97M-V functional and the def2-TZVPD basis) on a cluster of 2 separate species, C3H3N2 in total.

Summary:
- total charge = +1
- LUMO (alpha / beta) (eV) = -5.47 / -10.77
- 2S+1 = 3
- frontier orbital gap (alpha / beta) (eV) = 8.4 / 7.3
- expectation value of S² = 2.0292

Atoms and positions in Å:
C  2.09  -0.04  -0.01
C  -1.55  0.67  0.00
C  0.25  -0.97  0.07
N  3.14  0.36  -0.03
N  -0.65  -0.21  -0.05
H  -1.88  0.97  1.06
H  -1.81  1.18  -0.98
H  0.42  -1.96  -0.06

***

One value per record, in order, for strongest force on any atom: 2.760; 7.503 eV/Å.
One value per record, in order, for energy relative to the best compared isomer or geometry (same formula, charge and spin): 47.9; 371.3 kJ/mol.